{"formula": "C5H14NO", "method": "the ωB97M-V functional and the def2-TZVPD basis", "symbols": ["C", "N", "C", "H", "H", "H", "H", "H", "H", "H", "H", "C", "O", "C", "C", "H", "H", "H", "H", "H", "H"], "xyz": [[1.15025, -0.70801, 1.75487], [0.46634, -0.95386, 0.41942], [1.22430, -1.86339, -0.48007], [0.43980, -0.08840, 2.29153], [1.26564, -1.65197, 2.27603], [2.08142, -0.16763, 1.61606], [0.30010, -0.10253, -0.02744], [-0.45665, -1.32984, 0.57308], [2.18009, -1.35794, -0.62559], [0.71579, -1.95777, -1.42764], [1.41793, -2.84216, 0.01518], [-1.84412, 0.82721, -1.00259], [-1.27293, -0.40107, -1.58894], [-0.66649, 1.66714, -0.65583], [-0.44143, 2.20043, 0.56700], [-2.46240, 0.60749, -0.11717], [-2.45323, 1.34178, -1.77347], [-0.99191, -0.12112, -2.43837], [-0.00148, 1.95429, -1.47980], [0.29072, 3.00829, 0.59591], [-0.94175, 1.93908, 1.50779]], "forces_ev_per_angstrom": [[-1.11, 0.14, -0.55], [1.25, -2.43, 1.68], [0.94, -0.16, 0.49], [0.19, 0.12, 0.33], [0.19, -0.05, -0.10], [0.03, -0.18, -0.15], [-0.21, 2.05, -1.04], [-0.44, -0.28, 0.13], [0.04, -0.26, -0.18], [-0.21, -0.14, -0.02], [-0.38, 0.77, -0.39], [0.66, -0.50, -0.65], [-1.28, 0.16, 1.62], [-0.30, 1.39, 1.42], [0.35, 0.02, -1.14], [0.22, -0.24, -0.50], [0.13, -0.32, 0.55], [0.39, 0.05, -1.50], [-0.37, 0.09, 0.19], [0.14, -0.44, 0.43], [-0.23, 0.20, -0.63]], "lowdin_charge": [0.031, -0.047, 0.007, 0.088, 0.105, 0.110, 0.054, 0.164, 0.108, 0.090, 0.123, -0.196, -0.091, -0.197, 0.031, 0.131, 0.139, 0.073, 0.123, 0.075, 0.080], "e_above_lowest_kcal_mol": 47.08, "total_charge": 1, "homo_energy_ev": -13.9743}


{"formula": "C5H14NO", "method": "the ωB97M-V functional and the def2-TZVPD basis", "symbols": ["C", "C", "C", "C", "C", "O", "N", "H", "H", "H", "H", "H", "H", "H", "H", "H", "H", "H", "H", "H", "H"], "xyz": [[-2.05734, 0.88001, 0.69740], [-1.12239, 0.04212, -0.15023], [0.00955, -0.67087, 0.74756], [1.31088, -0.80199, 0.03141], [2.27125, 0.37340, 0.26149], [1.32582, 1.81070, -0.15543], [-1.81162, -0.81223, -1.05098], [-2.58118, 0.34795, 1.49462], [-2.81054, 1.37960, 0.09417], [-1.48814, 1.66500, 1.20065], [-0.52093, 0.75171, -0.70946], [-0.36077, -1.63768, 1.08251], [0.16288, -0.04554, 1.62708], [0.98927, -0.57917, -1.14805], [1.80168, -1.76837, 0.11217], [2.39442, 0.72138, 1.27769], [3.26577, 0.24080, -0.17332], [1.95503, 1.27309, -0.62479], [0.93707, -0.58868, -1.98151], [-1.33723, -0.98355, -1.91782], [-2.33347, -1.59768, -0.71518]], "forces_ev_per_angstrom": [[-0.07, 0.26, 0.86], [-0.55, 0.43, 0.00], [0.15, -0.69, -0.73], [0.70, 1.18, 4.38], [-1.65, -0.66, 2.13], [0.35, -1.56, 1.90], [0.89, 0.38, -0.08], [0.04, -0.30, -0.17], [0.05, -0.15, -0.24], [0.09, -0.03, -0.06], [-0.15, 0.06, -0.41], [0.00, -0.07, -0.18], [0.08, 0.36, -0.23], [-0.47, 0.03, -1.96], [-0.06, -0.15, -0.90], [-0.06, -0.79, 0.41], [-0.23, 0.60, -0.61], [1.33, 1.64, -4.74], [-0.08, -0.14, 0.67], [-0.17, -0.20, -0.35], [-0.21, -0.20, 0.31]], "lowdin_charge": [-0.039, -0.433, -0.098, -0.090, -0.020, -0.047, 0.114, 0.093, 0.093, 0.090, 0.107, 0.132, 0.145, 0.072, 0.154, 0.141, 0.147, -0.071, 0.332, 0.072, 0.106], "e_above_lowest_kcal_mol": 206.08, "total_charge": 1, "homo_energy_ev": -13.7213}


{"formula": "C5H14NO", "method": "the ωB97M-V functional and the def2-TZVPD basis", "symbols": ["C", "C", "C", "C", "C", "N", "H", "H", "H", "H", "H", "H", "H", "H", "H", "H", "H", "H", "H", "H", "O"], "xyz": [[1.07516, 0.76203, -1.08416], [0.36230, 0.03223, 0.02397], [0.08419, -1.37771, -0.42967], [0.47574, -2.50082, 0.51797], [1.74615, -2.79086, 0.73796], [-1.17906, 0.72105, -0.04351], [0.40119, 1.10219, -1.88220], [1.73603, 1.60206, -0.85321], [1.81019, 0.04439, -1.51924], [0.64845, 0.18377, 1.07249], [0.31081, -1.52444, -1.51195], [-0.97582, -1.52378, -0.64206], [-0.29106, -3.03416, 1.05432], [1.95502, -3.65154, 1.32370], [2.65079, -2.37430, 0.30088], [-1.20710, 1.67207, 0.31468], [-1.81441, 0.17092, 0.51755], [-1.36381, 0.75448, -1.04250], [-2.39862, 3.63350, 1.72838], [-2.12526, 4.48013, 0.52203], [-1.90087, 3.61879, 0.89457]], "forces_ev_per_angstrom": [[2.17, 0.10, -0.52], [-2.56, 1.21, -0.87], [-1.40, -1.53, -0.59], [0.98, 1.07, -0.76], [0.22, -0.65, -0.17], [2.24, -0.15, 0.65], [0.18, -0.34, 0.11], [-0.56, 0.18, 0.56], [-0.71, 0.45, 0.05], [0.21, -0.19, -0.52], [1.20, -0.02, 0.90], [-0.58, 0.26, 0.77], [-0.22, -0.12, -0.11], [0.21, -0.48, 0.81], [-0.48, 0.40, -0.25], [0.04, 0.64, 0.07], [-0.40, -0.29, -0.30], [-0.63, -0.25, 0.18], [0.26, -0.16, -0.19], [0.20, -0.07, -0.26], [-0.39, -0.04, 0.43]], "lowdin_charge": [-0.056, -0.213, -0.207, -0.151, 0.032, 0.206, 0.097, 0.093, 0.107, 0.159, 0.140, 0.107, 0.101, 0.055, 0.078, 0.099, 0.148, 0.140, 0.062, 0.059, -0.057], "e_above_lowest_kcal_mol": 47.64, "total_charge": 1, "homo_energy_ev": -13.4665}


{"formula": "C5H14NO", "method": "the ωB97M-V functional and the def2-TZVPD basis", "symbols": ["C", "C", "C", "C", "C", "N", "H", "H", "H", "H", "H", "H", "H", "H", "H", "H", "H", "H", "H", "H", "O"], "xyz": [[-0.70521, -1.56485, 1.23996], [0.64381, -0.84848, 1.79974], [0.79636, 0.55567, 1.32326], [1.51023, 0.95064, 0.25297], [1.09568, 2.20129, -0.45628], [-0.66911, -1.78769, -0.36931], [-1.66150, -1.05886, 1.48034], [-0.71330, -2.64391, 1.63144], [1.56304, -1.38992, 1.44210], [0.51043, -0.82662, 2.88433], [0.15929, 1.28917, 1.85280], [2.15279, 0.44437, -0.31499], [1.36891, 3.01542, 0.18529], [0.02565, 2.35274, -0.89557], [1.69333, 2.37870, -1.34035], [-0.45736, -2.68998, -0.60532], [0.20987, -1.24103, -0.54224], [-1.30022, -1.33258, -0.99093], [-1.81276, 1.25526, -2.20203], [-2.46666, 0.59145, -3.55312], [-1.94328, 0.34920, -2.82209]], "forces_ev_per_angstrom": [[0.51, -1.52, 0.06], [-0.35, -0.45, -1.10], [-0.22, 0.26, -0.50], [-4.69, 1.78, 1.50], [-0.52, 1.31, -1.06], [2.67, 4.24, 3.01], [0.79, -0.20, -0.17], [-0.21, 1.72, -0.47], [-1.00, -0.11, 0.73], [0.26, -0.60, -0.07], [0.21, -0.28, -0.65], [2.69, -2.88, -1.53], [-0.42, 0.91, 0.32], [1.56, -0.68, 1.46], [0.41, -0.18, -0.21], [0.19, -3.08, -0.81], [-0.50, -0.42, -0.32], [-1.49, 0.29, -0.43], [-0.78, -3.64, -2.98], [-1.07, 0.73, -1.36], [1.96, 2.80, 4.59]], "lowdin_charge": [-0.040, -0.172, -0.137, -0.142, -0.100, 0.223, 0.127, 0.140, 0.137, 0.117, 0.131, 0.064, 0.075, 0.103, 0.068, 0.113, 0.148, 0.119, 0.142, 0.000, -0.116], "e_above_lowest_kcal_mol": 71.14, "total_charge": 1, "homo_energy_ev": -13.1660}


{"formula": "C5H14NO", "method": "the ωB97M-V functional and the def2-TZVPD basis", "symbols": ["C", "C", "C", "C", "C", "N", "H", "H", "H", "H", "H", "H", "H", "H", "H", "H", "H", "H", "H", "H", "O"], "xyz": [[-1.01248, 1.86171, 0.32552], [0.47506, 1.49240, 0.66796], [0.94267, 0.10567, 0.43618], [2.15149, -0.17514, -0.22984], [2.73128, -1.47093, -0.47047], [-1.99558, 0.72007, 0.00442], [-1.50492, 2.40695, 1.12102], [-0.97501, 2.49777, -0.54219], [1.09080, 2.16180, 0.08836], [0.60729, 1.67846, 1.74880], [0.37901, -0.69896, 0.88549], [2.74260, 0.65343, -0.59933], [3.06043, -1.94617, 0.48246], [2.05121, -2.26522, -0.82076], [3.60347, -1.42657, -1.11322], [-2.46293, 0.42460, 0.86261], [-2.70191, 1.03047, -0.66559], [-1.50899, -0.07410, -0.41411], [-3.21907, -2.53409, -0.94614], [-1.82278, -2.48398, -0.39755], [-2.63163, -1.95816, -0.42362]], "forces_ev_per_angstrom": [[-0.37, -0.37, -0.08], [-0.76, -0.56, -0.23], [-0.07, 0.51, 0.26], [0.28, -0.27, -0.08], [0.14, -0.78, -0.03], [1.31, 0.79, 0.32], [0.26, 0.21, 0.16], [-0.17, 0.15, -0.33], [0.28, 0.42, 0.16], [0.22, 0.00, -0.09], [-0.03, -0.40, -0.02], [-0.11, 0.38, 0.08], [-0.03, 0.31, 0.11], [-0.22, 0.30, 0.02], [0.04, 0.05, -0.05], [-0.16, -0.38, -0.18], [-0.12, -0.02, 0.04], [-0.63, -0.30, -0.05], [-0.05, 0.41, 0.24], [-0.11, -0.20, 0.14], [0.32, -0.24, -0.37]], "lowdin_charge": [-0.058, -0.101, 0.064, 0.053, -0.005, 0.204, 0.141, 0.134, 0.130, 0.172, 0.144, 0.152, 0.163, 0.134, 0.113, 0.174, 0.183, 0.115, 0.088, 0.049, -0.050], "s2": 0.7527, "e_above_lowest_kcal_mol": 9.72, "total_charge": 2, "multiplicity": 2, "homo_energy_ev": [-19.0927, -19.0921]}


{"formula": "C5H14NO2", "method": "the ωB97M-V functional and the def2-TZVPD basis", "symbols": ["C", "C", "C", "C", "N", "C", "H", "H", "H", "H", "H", "H", "H", "H", "H", "H", "H", "H", "O", "H", "H", "O"], "xyz": [[1.48762, -2.67254, -1.66652], [0.98420, -1.22868, -1.60235], [0.25316, -0.89125, -0.35307], [-0.03268, 0.34666, 0.05144], [-0.56321, 0.54624, 1.36382], [-0.45603, 1.72076, 1.85917], [1.46992, -3.04223, -2.69123], [0.82221, -3.40899, -1.14471], [2.48732, -2.73006, -1.20977], [0.25031, -1.05295, -2.40979], [1.93302, -0.62018, -1.69233], [0.09714, -1.75211, 0.32921], [0.12417, 1.15106, -0.69097], [-1.00302, -0.20807, 1.88036], [-0.06288, 2.58637, 1.29249], [-0.69998, 2.06930, 2.84141], [1.53052, 1.57914, 4.81629], [0.19882, 1.93533, 5.39987], [0.60517, 1.66837, 4.55302], [-3.49089, 1.91198, -3.32775], [-3.21985, 0.65869, -3.94359], [-2.71502, 1.43318, -3.65498]], "forces_ev_per_angstrom": [[-0.69, -0.93, 0.59], [0.44, 0.00, -0.58], [0.62, -0.42, 1.42], [-0.07, -1.70, -1.35], [0.56, 2.26, -0.78], [-0.01, 1.41, 0.04], [0.53, 0.20, -0.02], [0.45, 0.75, -0.14], [-0.35, -0.25, -0.37], [0.69, 0.21, -0.07], [-1.47, -0.01, -0.22], [-0.16, 0.59, -0.29], [-0.28, 0.13, 1.29], [0.22, -0.18, 0.04], [0.05, -1.12, -0.30], [-0.57, -0.92, 0.62], [0.03, -0.06, -0.28], [-0.01, -0.14, -0.56], [0.00, 0.20, 0.90], [0.49, 0.65, 0.14], [0.70, -0.32, -0.32], [-1.18, -0.34, 0.22]], "lowdin_charge": [-0.109, -0.245, -0.068, -0.089, 0.077, 0.154, 0.076, 0.085, 0.083, 0.129, 0.142, 0.132, 0.157, 0.189, 0.141, 0.085, 0.058, 0.069, -0.067, 0.036, 0.037, -0.073], "e_above_lowest_kcal_mol": 66.86, "total_charge": 1, "homo_energy_ev": -13.8141}